Record 1
12
Properties=species:S:1:pos:R:3:mulliken_charge:R:1 method="wB97M-V/def2-TZVPD" e_homo_ev=-2.7 charge=-1 relative_energy_kj_mol=20.1
S 0.88 2.75 -0.34 -0.864
H 1.13 2.35 -1.60 -0.055
C 0.16 -1.08 -0.76 -1.051
C -0.05 -0.67 0.69 -0.192
N -1.14 0.25 0.86 -0.745
H -0.28 -2.06 -0.99 0.303
H 1.18 -0.95 -1.11 0.276
H -0.47 -0.45 -1.39 0.307
H 0.89 -0.20 1.03 0.232
H -0.09 -1.55 1.34 0.386
H -0.94 1.15 0.42 0.189
H -1.27 0.44 1.85 0.215

---

Record 2
63
Properties=species:S:1:pos:R:3:mulliken_charge:R:1 method="wB97M-V/def2-TZVPD" e_homo_ev=-12.4 charge=+1
O -1.64 0.45 -6.96 -0.640
O -4.41 -2.54 -3.59 -0.659
O 1.56 -4.89 2.08 -0.725
O 5.21 4.83 6.28 -0.709
O 2.80 0.01 2.62 -0.621
O 0.54 1.76 2.29 -0.448
O 1.10 1.82 5.85 -0.645
O 0.76 3.41 4.30 -0.716
O 2.79 -3.25 0.77 -0.451
O 0.20 -3.31 0.86 -0.437
O 5.66 3.51 4.23 -0.500
O 5.39 2.43 6.54 -0.451
O 1.67 -2.46 2.92 -0.213
O 3.28 3.42 5.39 -0.212
C -2.34 -0.14 -6.17 0.612
C -3.35 -2.44 -4.19 0.134
C -1.72 2.04 -2.80 -0.551
C -2.00 0.78 -2.36 0.278
C -0.44 1.62 -1.04 -0.499
N -0.74 2.56 -1.97 -0.003
N -2.98 -3.30 -5.14 -0.101
N -1.78 -0.63 -5.06 -0.096
N -1.19 0.53 -1.27 0.087
C -3.83 -0.30 -6.46 -0.932
C -3.78 -4.45 -5.57 -0.906
C 0.81 -1.31 2.88 -0.481
C 2.95 2.41 4.41 -0.821
C 1.63 -0.16 3.45 -0.122
C 0.80 1.13 3.56 -0.621
C 1.42 2.17 4.51 0.946
C -3.01 -0.18 -2.95 -0.615
C -2.41 -1.26 -3.87 -0.124
P 1.53 -3.48 1.68 0.923
P 4.88 3.58 5.60 0.936
H 3.29 -0.83 2.59 0.391
H 0.32 2.69 2.53 0.423
H 1.48 2.48 6.45 0.437
H 1.19 4.08 4.87 0.443
H 3.44 -3.75 1.27 0.352
H 0.13 -4.23 0.55 0.312
H 6.55 3.74 4.53 0.333
H 5.12 2.79 7.40 0.364
H -2.19 2.54 -3.65 0.438
H 0.28 1.74 -0.23 0.579
H -0.33 3.48 -2.04 0.248
H -2.11 -3.13 -5.62 0.292
H -0.79 -0.49 -5.03 0.245
H -1.20 -0.32 -0.70 0.231
H -4.43 -0.04 -5.59 0.314
H -4.09 0.37 -7.28 0.340
H -4.03 -1.32 -6.76 0.212
H -3.32 -4.94 -6.42 0.344
H -4.79 -4.12 -5.85 0.304
H -3.87 -5.16 -4.75 0.307
H -0.08 -1.49 3.48 0.397
H 0.50 -1.05 1.86 0.114
H 3.49 1.48 4.62 0.509
H 3.20 2.74 3.40 0.412
H 1.95 -0.45 4.46 0.424
H -0.16 0.86 4.00 0.489
H -3.52 -0.67 -2.12 0.483
H -3.78 0.38 -3.49 0.239
H -1.60 -1.73 -3.31 0.409

---

Record 3
26
Properties=species:S:1:pos:R:3:mulliken_charge:R:1 method="wB97M-V/def2-TZVPD" e_homo_ev=-12.9 charge=+1 relative_energy_kj_mol=15.6
C -3.50 -0.12 1.21 -0.696
C -3.11 0.35 -1.12 -0.820
C -2.17 0.12 1.47 -0.161
C -3.98 0.12 -0.09 0.235
C -1.78 0.64 -0.83 0.953
C 0.07 0.74 0.66 -0.275
C 1.08 -0.80 -0.27 0.594
C 4.39 -0.42 0.00 -0.891
C 3.22 -1.55 0.20 -0.380
N 0.77 1.53 1.26 -0.497
N -1.32 0.54 0.46 0.292
N -0.91 1.12 -1.73 -0.379
O 0.73 -1.52 -1.12 -0.472
O 2.14 -0.73 0.40 -0.202
Br -5.82 0.17 -0.39 -0.052
H -4.10 -0.59 1.89 0.509
H -3.42 0.53 -2.11 0.394
H -1.87 0.18 2.47 0.445
H 5.31 -0.70 0.58 0.321
H 4.47 -0.31 -1.11 0.307
H 3.90 0.48 0.46 0.246
H 3.36 -2.13 1.18 0.292
H 3.18 -2.13 -0.69 0.359
H 0.52 2.51 1.52 0.294
H -1.22 1.02 -2.77 0.320
H 0.06 0.96 -1.52 0.264

---

Record 4
15
Properties=species:S:1:pos:R:3:mulliken_charge:R:1 method="wB97M-V/def2-TZVPD" e_homo_ev=0.1 charge=-1 relative_energy_kj_mol=0.0
C -2.28 1.56 -0.05 -0.985
Be 1.55 -0.16 -0.33 -4.206
N 1.07 -1.61 -1.15 1.241
H 1.60 1.09 -0.88 -0.093
H 1.85 -2.13 -1.55 -0.115
H -2.37 0.48 0.07 0.327
H -2.74 1.81 -1.01 0.345
H -1.24 1.89 -0.04 0.178
H -2.84 2.08 0.75 0.187
H 0.59 -2.24 -0.49 0.142
H 0.40 -1.42 -1.90 0.463
N 1.19 -0.31 1.36 0.852
H 0.19 -0.16 1.48 0.258
H 1.64 0.37 1.98 0.442
H 1.38 -1.23 1.75 -0.035

---

Record 5
100
Properties=species:S:1:pos:R:3:mulliken_charge:R:1 method="wB97M-V/def2-TZVPD" e_homo_ev=-10.4 charge=+1 relative_energy_kj_mol=122.7
Cs -1.93 -0.02 1.35 2.373
C -1.88 3.53 0.52 -0.324
C -2.34 3.57 1.96 0.199
C -2.80 4.76 2.52 -0.837
C -3.25 4.75 3.83 -0.689
C -3.18 3.58 4.56 -0.994
C -2.65 2.44 3.95 0.236
N -2.27 2.43 2.66 0.187
C -2.49 1.18 4.77 0.591
C -2.21 1.29 6.13 -0.769
C -2.11 0.13 6.88 -0.852
C -2.30 -1.09 6.26 -0.734
C -2.55 -1.12 4.89 0.710
N -2.63 0.00 4.16 0.029
C -2.80 -2.42 4.18 0.281
C -3.34 -3.50 4.85 -1.015
C -3.56 -4.68 4.14 -0.568
C -3.24 -4.72 2.79 -0.907
C -2.73 -3.58 2.18 0.417
C -2.44 -3.55 0.70 -0.805
N -2.49 -2.46 2.88 0.206
H -1.79 4.54 0.11 0.419
H -2.60 2.99 -0.10 0.264
H -0.92 3.02 0.44 -0.159
H -2.83 5.66 1.93 0.426
H -3.65 5.65 4.28 0.435
H -3.54 3.54 5.58 0.543
H -2.05 2.25 6.58 0.519
H -1.87 0.18 7.93 0.446
H -2.22 -2.01 6.82 0.425
H -3.62 -3.43 5.89 0.437
H -3.98 -5.54 4.63 0.440
H -3.41 -5.61 2.21 0.475
H -2.00 -4.49 0.37 0.503
H -1.76 -2.73 0.45 -0.268
H -3.37 -3.40 0.15 0.278
C -3.34 -0.36 -7.39 -1.521
C -2.93 -0.08 -5.97 0.955
C -3.08 1.19 -5.42 -0.856
C -2.69 1.46 -4.12 -0.298
C -2.12 0.45 -3.36 0.016
C -1.97 -0.83 -3.88 -0.572
C -2.37 -1.08 -5.18 -0.917
S -1.60 0.77 -1.69 0.383
O -1.58 -0.56 -1.00 -0.713
C 0.10 1.29 -2.01 2.056
C 0.21 2.64 -2.44 -0.960
C 1.43 3.20 -2.63 -1.279
C 2.61 2.45 -2.40 0.938
C 3.89 3.02 -2.60 -1.026
C 5.02 2.28 -2.38 -0.828
C 4.92 0.93 -1.96 -0.721
C 3.69 0.36 -1.76 -0.793
C 2.50 1.11 -1.97 0.783
C 1.21 0.54 -1.74 -1.042
C 1.17 -0.89 -1.25 -0.775
C 1.16 -1.93 -2.22 0.639
C 1.17 -1.66 -3.62 -1.105
C 1.15 -2.67 -4.53 -0.618
C 1.14 -4.02 -4.11 -0.771
C 1.13 -4.32 -2.78 -1.017
C 1.15 -3.28 -1.80 0.982
C 1.14 -3.58 -0.42 -1.064
C 1.16 -2.57 0.50 -1.117
C 1.19 -1.23 0.07 2.164
S 1.15 -0.03 1.40 0.325
O 0.55 1.25 0.90 -0.091
C 2.87 0.33 1.59 -0.032
C 3.27 1.64 1.36 -0.168
C 4.62 1.96 1.51 -0.939
C 5.55 1.00 1.88 1.115
C 7.00 1.36 2.07 -1.658
C 5.11 -0.31 2.11 -0.839
C 3.78 -0.65 1.98 -0.589
H -4.10 0.35 -7.73 0.381
H -3.74 -1.37 -7.49 0.383
H -2.48 -0.27 -8.06 0.296
H -3.54 1.98 -6.02 0.386
H -2.85 2.44 -3.69 0.431
H -1.55 -1.62 -3.26 0.547
H -2.27 -2.08 -5.59 0.411
H -0.69 3.23 -2.59 0.328
H 1.52 4.23 -2.95 0.422
H 3.96 4.05 -2.93 0.485
H 6.00 2.72 -2.54 0.415
H 5.81 0.35 -1.79 0.500
H 3.63 -0.66 -1.42 0.444
H 1.17 -0.63 -3.96 0.499
H 1.15 -2.44 -5.59 0.515
H 1.13 -4.81 -4.84 0.401
H 1.12 -5.35 -2.44 0.475
H 1.11 -4.61 -0.10 0.441
H 1.12 -2.79 1.56 0.606
H 2.55 2.37 1.05 0.391
H 4.94 2.97 1.32 0.362
H 7.25 2.29 1.55 0.369
H 7.66 0.58 1.69 0.399
H 7.23 1.50 3.13 0.344
H 5.83 -1.07 2.40 0.405
H 3.46 -1.66 2.17 0.403

---

Record 6
11
Properties=species:S:1:pos:R:3:mulliken_charge:R:1 method="wB97M-V/def2-TZVPD" e_homo_ev="-7.3 / -7.3" charge=0 relative_energy_kj_mol=460.0
N 1.97 0.10 -0.19 -0.419
C 0.63 0.01 -0.02 0.394
N -0.21 0.56 -1.01 -0.554
N -1.44 1.08 -0.16 -0.341
C -1.38 -0.23 0.22 0.131
C -0.15 -0.60 0.93 -0.650
H 2.58 -0.53 0.30 0.232
H 2.31 0.44 -1.08 0.273
H -2.16 1.19 -0.88 0.314
H -2.19 -0.94 -0.03 0.267
H 0.03 -1.05 1.90 0.353

---

Record 7
13
Properties=species:S:1:pos:R:3:mulliken_charge:R:1 method="wB97M-V/def2-TZVPD" e_homo_ev=-7.2 charge=0 relative_energy_kj_mol=509.5
C 1.44 -0.13 -0.54 0.005
C 0.99 -1.29 0.21 -0.311
C 1.17 2.34 -0.81 -0.385
N 1.31 1.09 -0.54 -0.075
O -2.47 -1.57 0.19 -0.474
S -2.19 -0.19 1.13 -0.044
H -0.10 -1.17 0.20 -0.318
H 1.32 -2.15 -0.31 0.297
H 1.46 -1.16 1.13 0.347
H 1.96 3.15 -0.56 0.165
H -3.43 0.47 0.73 0.178
H 0.40 2.86 -1.30 0.253
H -1.85 -2.25 0.45 0.364

---

Record 8
61
Properties=species:S:1:pos:R:3:mulliken_spin:R:1 method="wB97M-V/def2-TZVPD" multiplicity=2 e_homo_ev="-1.5 / -1.5" charge=-1 s2=0.78 relative_energy_kj_mol=0.0
Ti -0.21 0.64 -0.38 0.980
Cl -0.15 -2.53 1.33 0.001
C 1.39 -1.67 1.23 0.012
C 1.51 -0.50 0.46 -0.011
C 2.83 -0.01 0.43 0.002
Cl 3.26 1.39 -0.53 0.002
C 3.90 -0.58 1.14 -0.010
Cl 5.50 0.08 1.07 0.000
C 3.69 -1.72 1.92 0.013
Cl 5.00 -2.43 2.81 0.001
C 2.43 -2.27 1.95 -0.010
Cl 2.18 -3.71 2.90 0.000
N -1.71 -2.77 -2.45 0.001
C -2.96 -2.19 -2.30 -0.004
C -2.74 -1.08 -1.55 0.010
N -1.40 -1.00 -1.22 -0.010
C -0.82 -2.03 -1.79 0.011
H -1.50 -3.62 -2.95 0.000
H -3.84 -2.58 -2.76 0.000
H -3.44 -0.32 -1.24 0.002
H 0.23 -2.25 -1.74 0.001
O 0.79 0.55 -2.06 -0.042
N -0.24 1.38 -2.43 -0.030
C 0.03 2.81 -2.48 -0.013
C -0.89 3.64 -3.02 0.016
C -2.02 3.18 -3.71 -0.037
C -2.03 1.80 -4.01 0.008
C -1.14 0.92 -3.48 0.000
H 0.95 3.10 -2.00 -0.005
H -0.69 4.71 -2.94 0.000
H -2.75 3.86 -4.13 -0.003
H -2.74 1.40 -4.73 0.000
H -1.02 -0.11 -3.77 0.000
N 0.45 2.28 0.53 -0.057
C 0.61 3.37 0.93 0.110
C 0.80 4.66 1.39 0.006
C 1.00 4.93 2.77 0.040
C 1.20 6.22 3.21 -0.016
C 1.22 7.29 2.31 0.033
C 1.02 7.03 0.95 -0.014
C 0.82 5.76 0.48 0.036
H 0.99 4.10 3.47 0.002
H 1.34 6.40 4.26 -0.001
H 1.37 8.30 2.67 0.003
H 1.03 7.85 0.24 -0.001
H 0.65 5.57 -0.57 0.001
O -2.96 -0.84 3.06 0.000
C -3.82 0.13 2.71 0.000
C -5.04 0.19 3.38 0.000
C -5.96 1.17 3.07 0.000
C -5.69 2.12 2.09 0.000
C -4.49 2.05 1.40 0.000
C -3.56 1.07 1.70 -0.002
C -2.30 1.01 0.91 -0.010
O -2.17 1.61 -0.17 -0.012
O -1.32 0.28 1.34 -0.004
H -2.11 -0.69 2.58 0.000
H -5.24 -0.55 4.15 0.000
H -6.90 1.21 3.62 0.000
H -6.41 2.90 1.86 0.000
H -4.25 2.76 0.62 -0.001

---

Record 9
9
Properties=species:S:1:pos:R:3:mulliken_charge:R:1 method="wB97M-V/def2-TZVPD" e_homo_ev=-10.8 charge=0 relative_energy_kj_mol=97.3
C 0.75 -0.66 0.39 -1.104
C -0.37 -0.15 -0.45 0.044
Br -2.09 -0.84 0.14 -0.101
C -0.61 1.51 -0.27 0.131
N -0.59 2.59 0.11 -0.374
H 0.71 -0.25 1.33 0.375
H 1.59 -0.37 -0.23 0.316
H 0.76 -1.67 0.56 0.391
H -0.14 -0.16 -1.58 0.322

---

Record 10
81
Properties=species:S:1:pos:R:3:mulliken_charge:R:1 method="wB97M-V/def2-TZVPD" e_homo_ev=-9.2 charge=0 relative_energy_kj_mol=1510.9
C -5.31 3.70 0.67 -0.686
N -5.44 2.75 -0.49 0.858
O -6.52 2.27 -0.80 -0.530
O -4.49 2.53 -1.20 -0.516
H -5.91 3.24 1.46 0.297
H -5.89 4.60 0.49 0.277
H -4.27 3.91 0.92 0.298
C 2.44 -7.49 -4.62 -0.503
N 1.08 -7.19 -5.10 0.680
O 0.56 -6.08 -4.84 -0.460
O 0.73 -7.88 -6.11 -0.468
H 2.53 -7.29 -3.56 0.222
H 3.04 -6.82 -5.24 0.240
H 2.58 -8.56 -4.75 0.289
C 6.93 5.54 0.59 -0.737
N 7.51 4.35 -0.04 0.825
O 7.28 3.25 0.47 -0.491
O 8.33 4.51 -0.94 -0.495
H 7.75 6.22 0.83 0.299
H 6.47 5.24 1.53 0.320
H 6.17 6.02 -0.01 0.280
C 2.27 1.72 -0.48 -0.377
C 3.00 1.27 -1.58 -0.366
C 2.48 0.26 -2.36 -0.316
C 1.32 -0.39 -2.05 -0.337
C 0.56 0.07 -0.93 -0.494
C 1.01 1.15 -0.23 -0.392
H 2.62 2.50 0.18 0.365
H 3.97 1.67 -1.86 0.389
H 3.03 0.01 -3.25 0.347
H 0.94 -1.18 -2.68 0.407
H -0.39 -0.42 -0.79 0.417
H 0.35 1.51 0.54 0.359
C -7.92 -1.98 1.81 -0.718
O -6.83 -2.69 1.26 -0.287
C -7.05 -3.54 0.15 -0.331
C -5.80 -4.38 -0.13 -0.595
O -4.71 -3.65 -0.70 -0.314
C -4.92 -3.27 -2.11 -0.621
H -7.60 -1.48 2.72 0.231
H -8.69 -2.72 2.03 0.310
H -8.37 -1.20 1.19 0.280
H -7.35 -3.04 -0.77 0.260
H -7.96 -4.12 0.34 0.362
H -5.96 -5.28 -0.72 0.384
H -5.54 -4.81 0.83 0.281
H -4.78 -4.15 -2.74 0.277
H -4.13 -2.55 -2.32 0.202
H -5.86 -2.73 -2.15 0.279
C 7.53 -6.22 -2.24 -0.787
O 6.22 -5.90 -1.68 -0.256
C 6.20 -4.70 -0.99 -0.461
C 4.74 -4.30 -0.68 -0.537
O 3.97 -5.32 -0.06 -0.302
C 2.71 -5.06 0.40 -0.758
H 8.25 -6.66 -1.57 0.271
H 7.97 -5.34 -2.71 0.340
H 7.30 -6.80 -3.14 0.262
H 6.54 -3.84 -1.57 0.341
H 6.77 -4.69 -0.06 0.323
H 4.32 -3.99 -1.63 0.286
H 4.77 -3.40 -0.06 0.392
H 2.83 -4.37 1.23 0.331
H 2.15 -5.97 0.66 0.253
H 2.03 -4.50 -0.23 0.302
C -3.16 8.44 2.32 -0.766
O -2.54 7.70 3.29 -0.252
C -1.27 8.22 3.72 -0.513
C -0.84 7.63 5.11 -0.554
O -0.41 6.30 4.98 -0.359
C -1.30 5.33 4.57 -0.685
H -2.56 8.49 1.41 0.333
H -3.26 9.51 2.54 0.302
H -4.12 8.00 2.07 0.229
H -1.32 9.30 3.84 0.440
H -0.41 7.94 3.13 0.306
H -1.65 7.79 5.82 0.346
H -0.01 8.18 5.56 0.332
H -1.83 5.47 3.62 0.246
H -2.03 4.98 5.30 0.282
H -0.83 4.35 4.57 0.315

---

Record 11
63
Properties=species:S:1:pos:R:3:mulliken_charge:R:1 method="wB97M-V/def2-TZVPD" e_homo_ev=-7.8 charge=0 relative_energy_kj_mol=30.5
C 1.38 -3.02 -4.35 -1.222
C 1.93 -1.87 -3.55 -0.165
O 0.82 -1.39 -2.73 -0.324
C 1.19 -0.40 -1.88 0.483
O 2.37 -0.04 -1.77 -0.659
C 0.09 0.18 -1.12 -1.040
P 0.51 1.77 -0.55 2.484
C 1.51 1.47 0.93 0.361
C 2.74 2.07 1.18 -0.557
C 3.48 1.71 2.31 -0.692
C 3.01 0.71 3.16 -0.616
C 1.81 0.06 2.87 -0.552
C 1.07 0.44 1.76 -0.383
C 1.38 3.08 -1.47 -0.052
C 1.60 4.33 -0.85 -0.292
C 2.26 5.37 -1.51 -0.700
C 2.72 5.18 -2.81 -0.440
C 2.50 3.96 -3.45 -0.596
C 1.85 2.92 -2.78 -0.385
C -1.01 2.63 -0.04 0.196
C -1.35 2.79 1.31 -0.046
C -2.58 3.33 1.67 -0.801
C -3.48 3.74 0.68 -0.399
C -3.13 3.64 -0.67 -0.658
C -1.89 3.10 -1.03 -0.425
H 2.21 -3.37 -4.96 0.393
H 1.04 -3.81 -3.68 0.291
H 0.55 -2.71 -4.99 0.307
H 2.76 -2.22 -2.91 0.292
H 2.30 -1.07 -4.21 0.267
H -0.89 -0.08 -1.48 0.460
H 3.15 2.80 0.48 0.402
H 4.44 2.19 2.50 0.394
H 3.58 0.41 4.04 0.378
H 1.45 -0.77 3.48 0.405
H 0.17 -0.13 1.50 0.224
H 1.23 4.50 0.16 0.431
H 2.41 6.32 -0.99 0.385
H 3.25 5.99 -3.33 0.378
H 2.84 3.80 -4.47 0.384
H 1.70 1.97 -3.30 0.198
H -0.64 2.49 2.08 0.377
H -2.84 3.42 2.73 0.414
H -4.45 4.14 0.96 0.378
H -3.81 3.98 -1.45 0.390
H -1.61 3.06 -2.08 0.367
N -3.76 -8.35 1.99 -0.448
C -3.29 -7.27 1.98 -0.094
C -2.72 -5.96 1.95 0.062
C -1.36 -5.64 1.93 -0.526
C -0.92 -4.28 1.88 -0.221
N 0.47 -4.01 2.11 0.911
O 1.24 -4.99 2.25 -0.563
O 0.83 -2.81 2.21 -0.541
C -1.85 -3.21 1.82 0.064
C -3.20 -3.55 1.92 -0.194
C -3.64 -4.88 1.99 0.964
N -4.97 -5.04 2.17 -0.562
O -5.43 -3.72 2.27 -0.181
N -4.34 -2.77 2.14 0.816
O -4.55 -1.59 2.25 -0.644
H -0.62 -6.43 1.97 0.579
H -1.56 -2.17 1.77 0.549